This record from the OMol25 dataset describes a single C3H5ClN2S molecule. The level of theory is ωB97M-V/def2-TZVPD.

```
12
Properties=species:S:1:pos:R:3:mulliken_charge:R:1
C -0.7359 0.6727 -1.2443 -0.131
C -0.3241 0.7139 1.0042 -0.387
C -0.7623 -0.8141 -1.0514 -0.136
N -0.7224 1.3492 -0.2393 -0.399
N 1.4944 -0.9151 0.6758 -0.678
S -0.0504 -1.0899 0.7504 0.218
Cl -2.4532 -1.3792 -1.2433 -0.164
H -1.0007 1.1812 -2.2120 0.358
H 0.6355 0.9043 1.3338 0.379
H -1.1520 0.8340 1.7055 0.358
H -0.1070 -1.3834 -1.7191 0.359
H 2.0054 -1.7598 0.8579 0.221
```

Output
Multiplicity: 1
LUMO in eV: 0.64
Gap between HOMO and LUMO in eV: 9.519
Highest occupied orbital energy in eV: -8.88

This record from the OMol25 dataset describes C3EuO3 as an isolated structure. The level of theory is ωB97M-V/def2-TZVPD.

```
7
Properties=species:S:1:pos:R:3:mulliken_charge:R:1
O -2.1631 -1.4365 -0.7161 0.052
C -3.3355 -1.4851 -0.8264 0.544
O 1.6043 -1.4917 -0.4230 0.202
C 0.3080 -1.3868 -0.4593 0.601
C -0.8777 -1.3927 -0.6524 0.267
O 2.2459 -0.7545 0.3106 0.334
Eu 2.2182 7.9473 2.7665 2.000
```

Output
Multiplicity: 8
LUMO (spin up / spin down) in eV: -15.25 / -18.64
Gap between HOMO and LUMO (spin up / spin down) in eV: 9.809 / 5.089
Total charge: +4
Highest occupied orbital energy (spin up / spin down) in eV: -25.06 / -23.73

This record from the OMol25 dataset describes a 2-piece molecular cluster, C5H13O2 overall. The level of theory is ωB97M-V/def2-TZVPD.

```
20
Properties=species:S:1:pos:R:3:mulliken_charge:R:1
C -2.1891 0.5070 -0.9747 -0.372
O -1.0079 0.9964 -0.4279 -0.619
C -1.9950 -0.8097 -1.7121 -0.996
H -2.5980 1.2592 -1.6618 0.282
H -2.9623 0.3550 -0.2045 0.271
H -1.3183 -0.6935 -2.5650 0.226
H -2.9441 -1.2190 -2.0785 0.387
H -1.5316 -1.5376 -1.0423 0.251
C 0.8981 -0.6743 1.7435 -0.414
O -0.3867 -0.6759 1.2630 -0.780
C 1.7463 0.5262 1.3145 -0.599
C 2.1297 0.5022 -0.1672 -0.955
H 0.9067 -0.7032 2.8555 0.229
H 1.4544 -1.5859 1.4234 0.216
H -0.7256 0.2848 0.3711 0.359
H 1.1839 1.4369 1.5336 0.303
H 2.6594 0.5638 1.9152 0.392
H 1.2320 0.4627 -0.7797 0.217
H 2.7100 1.3880 -0.4363 0.287
H 2.7382 -0.3830 -0.3697 0.316
```

Output
Multiplicity: 1
LUMO in eV: 4.34
Gap between HOMO and LUMO in eV: 7.766
Total charge: -1
Highest occupied orbital energy in eV: -3.43

This record from the OMol25 dataset describes a 8-piece molecular cluster, C43H53Br3ClN8O3 overall. The level of theory is ωB97M-V/def2-TZVPD.

```
111
Properties=species:S:1:pos:R:3:mulliken_charge:R:1
C 1.2591 4.0383 -4.8420 -0.596
C 1.5463 2.7850 -4.5314 -0.453
C 1.8092 1.2155 -4.2369 -0.651
C 1.2173 0.7496 -2.7691 1.343
C 2.2380 1.0423 -1.5594 -0.449
C 3.5146 1.9660 -1.9622 0.368
O 3.4442 3.2300 -1.8463 -0.429
Cl 5.0422 1.1133 -2.5885 -0.177
O 0.0704 1.6661 -2.5419 -0.565
C -1.1283 1.1828 -3.2024 0.238
C -2.2769 2.3334 -2.9802 -0.425
C -3.2015 2.5587 -4.2906 0.311
O -4.2108 1.8008 -4.4458 -0.477
Br -2.7054 4.0382 -5.5610 -0.044
C -1.6316 -0.1189 -2.3448 -0.394
C -2.8733 -0.9035 -3.0161 -1.096
N -0.4422 -0.9801 -1.9976 0.111
C 0.7406 -0.7790 -2.9462 -0.709
C 1.8433 -1.9086 -2.6533 -0.585
Br 1.9460 -2.6657 -0.7836 -0.106
C 2.7600 -2.4730 -3.6139 0.197
C 3.8659 -3.6075 -3.2911 -1.109
Br 2.7168 -1.8638 -5.5348 -0.107
H 0.6656 4.9911 -5.1312 0.339
H 1.1773 0.6521 -5.0427 0.464
H 2.8959 0.8864 -4.4083 0.648
H 2.6601 0.1231 -1.0189 0.157
H 1.6678 1.6565 -0.7456 0.328
H -0.9749 0.9253 -4.3236 0.323
H -2.9120 2.1534 -2.0390 0.384
H -1.6765 3.3223 -2.8286 0.401
H -2.0156 0.3205 -1.3335 0.293
H -3.8308 -0.5348 -2.4586 0.287
H -2.8252 -2.0407 -2.8462 0.358
H -3.0553 -0.6110 -4.1315 0.316
H -0.0998 -0.6421 -1.0642 0.573
H -0.7581 -1.9689 -1.9765 0.395
H 0.3059 -1.0253 -4.0029 0.740
H 4.7926 -3.3333 -3.9485 0.400
H 4.2418 -3.6088 -2.2067 0.343
H 3.5377 -4.6588 -3.6731 0.273
N 0.4808 -5.6606 -1.2244 0.116
C -0.7412 -6.2413 -1.0076 -0.406
C -0.5885 -7.6030 -1.1111 -0.490
C 0.7762 -7.8540 -1.3950 -0.704
C 1.4127 -6.6375 -1.4563 -0.227
H 0.6658 -4.6686 -1.2141 0.219
H -1.6120 -5.6365 -0.8001 0.287
H -1.3727 -8.3372 -0.9939 0.391
H 1.2424 -8.8183 -1.5380 0.406
H 2.4455 -6.3834 -1.6456 0.365
N -3.8039 6.4083 -10.8324 0.020
C -4.7121 6.9540 -9.9644 -0.514
C -4.4602 6.4468 -8.7126 -0.340
C -3.3560 5.5671 -8.8285 0.202
C -2.9701 5.5655 -10.1475 -0.818
H -3.7563 6.5982 -11.8216 0.195
H -5.4582 7.6533 -10.3119 0.369
H -5.0097 6.6840 -7.8127 0.361
H -2.8937 4.9981 -8.0346 0.099
H -2.1769 5.0376 -10.6564 0.346
N 5.4271 -1.4553 3.4920 0.042
C 4.5900 -2.0583 4.3943 -0.470
C 3.5574 -2.6345 3.6955 -1.010
C 3.7817 -2.3751 2.3214 0.381
C 4.9443 -1.6481 2.2253 -0.806
H 6.2678 -0.9493 3.7240 0.200
H 4.8005 -2.0238 5.4534 0.506
H 2.7321 -3.1832 4.1263 0.399
H 3.1615 -2.6861 1.4932 0.202
H 5.4673 -1.2515 1.3673 0.414
N 5.7502 0.9090 6.5640 0.113
C 6.5046 1.7639 7.3240 -0.488
C 5.6983 2.2799 8.3097 -0.811
C 4.4115 1.7117 8.1431 -0.249
C 4.4739 0.8670 7.0596 -0.351
H 6.0824 0.3913 5.7661 0.157
H 7.5471 1.9320 7.0971 0.369
H 6.0020 2.9874 9.0678 0.373
H 3.5360 1.8989 8.7487 0.439
H 3.7217 0.2425 6.5991 0.485
N -4.5286 -4.1473 -1.0587 0.145
C -4.4135 -2.9879 -0.3368 -0.403
C -5.6534 -2.3980 -0.2805 -0.671
C -6.5508 -3.2343 -0.9889 -0.406
C -5.8299 -4.3073 -1.4554 -0.575
H -3.7741 -4.7838 -1.2649 0.186
H -3.4608 -2.6830 0.0723 0.521
H -5.8885 -1.4679 0.2171 0.434
H -7.6080 -3.0702 -1.1405 0.415
H -6.1296 -5.1680 -2.0350 0.392
N 0.8929 0.6932 8.2074 0.057
C -0.3590 1.2471 8.2368 -0.641
C -1.2202 0.3222 8.7774 -0.208
C -0.4587 -0.8300 9.0911 -0.712
C 0.8421 -0.5715 8.7313 -0.246
H 1.7239 1.1461 7.8556 0.150
H -0.5289 2.2486 7.8699 0.354
H -2.2811 0.4609 8.9310 0.418
H -0.8215 -1.7475 9.5322 0.394
H 1.7337 -1.1774 8.8015 0.396
N -2.6098 3.3793 6.2759 0.027
C -2.7845 4.4099 5.3906 -0.516
C -2.9263 3.8708 4.1347 -0.407
C -2.8398 2.4629 4.2679 -0.453
C -2.6472 2.1885 5.6007 -0.379
H -2.4755 3.4814 7.2702 0.244
H -2.7913 5.4354 5.7298 0.374
H -3.0770 4.4286 3.2214 0.375
H -2.9112 1.7303 3.4764 0.424
H -2.5327 1.2511 6.1252 0.323
```

Output
Multiplicity: 1
LUMO in eV: -3.52
Gap between HOMO and LUMO in eV: 6.073
Total charge: +1
Highest occupied orbital energy in eV: -9.59